{
  "formula": "C4H5F2N",
  "method": "ωB97M-V/def2-TZVPD",
  "symbols": ["C", "C", "C", "C", "N", "F", "F", "H", "H", "H", "H", "H"],
  "coordinates": [[-0.16104, 1.64303, 1.03483], [-1.89423, -0.94221, -1.05119], [-0.68078, 0.58336, 0.39795], [1.68784, -0.60009, 0.06632], [-1.41185, -0.36937, 0.02220], [2.31405, -0.25281, 1.17153], [2.26657, 0.04016, -0.97794], [-0.68637, 2.43228, 1.43123], [0.94605, 1.72887, 1.10372], [-2.75325, -1.43030, -1.04841], [-1.34689, -1.04759, -2.02530], [1.71990, -1.78532, -0.12495]],
  "atomic_forces_ev_per_a": [[1.97, -2.80, -1.70], [4.34, 1.59, -1.77], [0.08, -0.27, 0.43], [0.68, -2.35, -1.38], [0.21, 1.60, 0.76], [0.00, 0.07, 0.37], [-0.48, -0.22, 0.47], [-1.55, 1.50, 0.65], [-0.99, -0.15, -0.04], [-3.75, -2.17, 0.69], [-0.16, 0.65, 1.01], [-0.36, 2.55, 0.52]],
  "total_energy_ha": -409.686592,
  "de_lowest_kcal_mol": 123.2
}